(w)
{
  "formula": "C4H8N4",
  "method": "the ωB97M-V functional and the def2-TZVPD basis",
  "smiles": "C/[NH+]=C1/N=C=[N+](C)N1",
  "lumo_energy_ev": [-11.5920, -13.3136],
  "total_charge": 2,
  "multiplicity": 1,
  "elements": ["C", "N", "C", "N", "C", "N", "C", "N", "H", "H", "H", "H", "H", "H", "H", "H"],
  "positions_angstrom": [[2.10, 1.02, -1.63], [1.21, 1.44, -0.59], [0.34, 0.74, 0.11], [-0.84, 1.51, 0.92], [-1.54, 0.58, 1.24], [-1.31, -0.63, 0.82], [-2.01, -1.84, 1.20], [-0.07, -0.50, 0.11], [2.93, 1.78, -1.69], [1.59, 1.17, -2.63], [2.37, -0.08, -1.54], [1.44, 2.48, -0.44], [-1.66, -1.94, 2.20], [-3.08, -1.60, 1.36], [-1.87, -2.72, 0.56], [0.42, -1.40, 0.01]],
  "nbo_charge": [-0.474, -0.352, 0.578, -0.248, 0.582, -0.047, -0.458, -0.330, 0.295, 0.303, 0.261, 0.516, 0.281, 0.312, 0.295, 0.487]
}



(x)
{
  "formula": "C4H8N4",
  "method": "the ωB97M-V functional and the def2-TZVPD basis",
  "lumo_energy_ev": -12.6381,
  "total_charge": 2,
  "multiplicity": 1,
  "elements": ["C", "C", "C", "C", "N", "N", "N", "N", "H", "H", "H", "H", "H", "H", "H", "H"],
  "positions_angstrom": [[-0.86, -0.68, 0.07], [1.20, 0.45, 0.42], [-1.98, -2.71, -1.01], [2.03, 2.63, 0.41], [0.48, -0.29, -0.18], [-0.95, -1.97, -0.64], [-1.64, 0.18, 0.62], [1.83, 1.38, 0.94], [-1.85, -3.71, -0.62], [-2.92, -2.23, -0.94], [-1.54, -3.31, -1.91], [1.53, 3.44, 1.01], [3.21, 2.91, 0.34], [1.73, 2.69, -0.60], [-2.58, 0.13, 0.26], [2.31, 1.10, 1.84]],
  "nbo_charge": [0.432, 0.829, -0.480, -0.466, -0.365, 0.017, -0.343, -0.492, 0.432, 0.267, 0.459, 0.276, 0.287, 0.252, 0.404, 0.492]
}



Computed relative energies in units of kJ/mol: (w) 0.0; (x) 18.6



(w)
{
  "formula": "C2H5OS",
  "method": "the ωB97M-V functional and the def2-TZVPD basis",
  "lumo_energy_ev": 4.0273,
  "total_charge": -1,
  "multiplicity": 1,
  "elements": ["S", "H", "O", "C", "C", "H", "H", "H", "H"],
  "positions_angstrom": [[-0.63, -2.63, 0.55], [0.00, -2.16, -0.54], [1.65, 1.55, -0.18], [0.91, 0.61, 0.06], [-0.57, 0.74, 0.03], [1.38, -0.38, 0.10], [-0.99, 0.35, -0.90], [-0.95, 0.11, 0.84], [-0.80, 1.81, 0.06]],
  "nbo_charge": [-1.046, 0.069, -0.591, 0.441, -0.745, 0.145, 0.245, 0.281, 0.201]
}



(x)
{
  "formula": "C2H5OS",
  "method": "the ωB97M-V functional and the def2-TZVPD basis",
  "lumo_energy_ev": 4.2741,
  "total_charge": -1,
  "multiplicity": 1,
  "elements": ["S", "H", "C", "C", "O", "H", "H", "H", "H"],
  "positions_angstrom": [[-0.21, 1.71, -1.02], [0.93, 2.23, -0.55], [-0.79, -1.23, 1.54], [0.11, -1.66, 0.66], [1.08, -0.92, 0.09], [-1.52, -1.95, 1.88], [-0.89, -0.22, 1.90], [0.12, -2.71, 0.35], [0.66, -0.13, -0.37]],
  "nbo_charge": [-0.983, 0.095, -0.537, 0.172, -0.775, 0.173, 0.213, 0.134, 0.509]
}



Computed relative energies in units of kJ/mol: (w) 0.0; (x) 9.7



(w)
{
  "formula": "C2H5OS",
  "method": "the ωB97M-V functional and the def2-TZVPD basis",
  "lumo_energy_ev": 3.5243,
  "total_charge": -1,
  "multiplicity": 1,
  "elements": ["S", "H", "O", "C", "C", "H", "H", "H", "H"],
  "positions_angstrom": [[2.88, 2.44, -0.69], [2.52, 2.12, -1.98], [-1.87, -2.06, 0.75], [-1.19, -1.30, 0.11], [-0.35, -0.17, 0.61], [-1.57, -1.18, -0.94], [-0.64, 0.03, 1.63], [0.66, -0.59, 0.54], [-0.45, 0.70, -0.02]],
  "nbo_charge": [-1.078, 0.082, -0.555, 0.441, -0.721, 0.089, 0.225, 0.261, 0.257]
}



(x)
{
  "formula": "C2H5OS",
  "method": "the ωB97M-V functional and the def2-TZVPD basis",
  "lumo_energy_ev": 4.2077,
  "total_charge": -1,
  "multiplicity": 1,
  "elements": ["S", "H", "C", "C", "O", "H", "H", "H", "H"],
  "positions_angstrom": [[2.05, -0.29, -0.05], [2.45, -0.44, -1.32], [-1.80, -0.59, -0.75], [-1.77, 0.37, 0.17], [-0.71, 0.83, 0.84], [-2.73, -0.86, -1.23], [-0.88, -1.09, -1.03], [-2.68, 0.89, 0.47], [0.14, 0.41, 0.50]],
  "nbo_charge": [-1.003, 0.098, -0.594, 0.177, -0.736, 0.181, 0.226, 0.142, 0.509]
}



Computed relative energies in units of kJ/mol: (w) 42.1; (x) 0.0